ORCA calculation (ωB97M-V/def2-TZVPD) on a 2-piece molecular cluster, C7H11N3O2 overall in a non-equilibrium geometry.

```
23
Properties=species:S:1:pos:R:3:forces:R:3
C 1.040 0.545 0.298 -0.402 0.549 0.347
C 2.327 0.495 -0.445 -0.183 -0.378 -0.474
C 5.488 -0.515 -0.093 -0.711 0.231 -1.096
C -3.062 2.013 -0.231 0.470 0.517 -0.889
C -3.120 0.541 -0.140 -0.724 -1.889 0.109
C -3.974 -0.340 0.485 -0.377 1.475 0.040
C -3.502 -1.625 0.171 0.138 -0.588 0.290
H 2.112 -0.122 1.712 -0.377 0.030 0.266
H 0.662 1.593 0.233 0.015 -0.588 0.008
H 0.313 -0.116 -0.223 0.307 0.356 0.246
H 2.296 0.814 -1.499 0.307 -0.141 0.334
H 5.476 -0.773 0.972 -0.068 0.188 -0.285
H 6.394 -0.615 -0.691 -0.097 -0.063 0.299
H -3.826 2.473 0.389 0.089 -0.026 0.146
H -2.056 2.338 0.069 -0.336 0.100 0.103
H -3.205 2.395 -1.275 0.054 -0.540 0.750
H -4.861 -0.073 1.044 0.232 -0.101 0.016
H -3.867 -2.597 0.538 0.187 0.649 -0.425
N 3.351 -0.003 0.115 -0.561 0.113 -0.147
N 4.449 -0.117 -0.741 1.354 -0.215 1.030
N -2.447 -1.591 -0.583 0.400 1.144 -0.236
O 1.185 0.184 1.659 0.408 -0.091 -0.522
O -2.197 -0.187 -0.792 -0.125 -0.731 0.091
```
Positions in Å, forces in eV/Å.

Calculated values
SMILES ... C=N/N=C/CO.Cc1ccno1
Total charge ... 0
HOMO ... -0.35023 hartree

=====

ORCA calculation (ωB97M-V/def2-TZVPD) on a 13-piece molecular cluster, C72H58O29 overall in a non-equilibrium geometry.

```
159
Properties=species:S:1:pos:R:3:forces:R:3
C 12.973 13.112 21.572 -0.604 -0.152 -0.111
C 12.199 12.736 22.623 1.311 0.537 -1.340
C 11.818 11.329 22.861 -0.687 -0.737 1.083
O 11.360 11.029 23.957 0.285 -0.007 -1.067
C 12.074 10.342 21.780 1.951 1.024 -1.796
C 12.842 10.749 20.728 -0.458 -0.450 -0.829
C 13.330 12.148 20.449 -0.856 0.158 2.494
O 13.957 12.510 19.486 -0.146 -0.402 -0.063
H 13.347 14.123 21.372 -0.277 -0.220 0.468
H 11.901 13.395 23.424 0.054 0.226 -0.009
H 11.853 9.285 21.770 -0.505 0.079 0.705
H 13.097 10.079 19.894 -0.122 -0.057 0.549
C 8.700 14.390 16.466 2.233 -1.794 0.528
C 9.496 13.332 16.756 -1.300 0.785 0.246
C 10.955 13.383 16.573 1.193 -3.682 1.284
O 11.617 12.378 17.023 -1.643 3.759 -1.686
C 11.497 14.506 15.782 0.650 -1.606 0.045
C 10.731 15.488 15.379 -1.934 1.336 -0.350
C 9.250 15.506 15.712 -0.423 0.146 -0.773
O 8.408 16.236 15.218 1.165 0.576 -0.196
H 7.656 14.428 16.600 -1.067 -0.162 0.254
H 9.093 12.400 17.150 0.170 0.223 0.091
H 12.456 14.343 15.330 0.703 0.174 0.265
H 11.068 16.252 14.689 0.059 0.069 0.083
C 19.934 14.496 13.344 -0.375 -0.828 0.077
C 21.181 14.920 13.573 0.360 -0.140 0.612
C 21.569 16.331 13.244 1.517 1.286 1.124
O 22.544 16.851 13.811 -1.444 -1.126 -1.077
C 20.700 17.173 12.371 -1.234 -1.552 -0.487
C 19.481 16.661 12.032 2.019 0.901 0.747
C 19.017 15.353 12.539 -0.219 -0.167 0.241
O 17.877 14.997 12.306 -0.032 -0.122 0.082
H 19.474 13.521 13.694 0.832 1.184 -0.472
H 21.952 14.356 14.153 -0.842 0.479 -0.549
H 21.096 18.129 12.017 -0.244 -0.306 0.298
H 18.764 17.214 11.473 -0.388 0.231 -0.460
C 11.485 15.851 18.942 0.750 -0.174 -0.714
C 10.279 15.535 19.412 0.533 0.279 -0.364
C 9.115 16.406 19.166 -2.023 -0.955 2.128
O 8.107 16.310 19.908 2.250 0.416 -2.189
C 9.285 17.392 18.109 -1.156 0.570 0.461
C 10.472 17.743 17.692 1.544 1.171 -0.885
C 11.677 16.988 17.997 -0.021 -0.552 0.729
O 12.731 17.225 17.444 -0.003 -0.091 0.304
H 12.396 15.264 19.025 -0.258 -0.265 0.419
H 10.077 14.646 19.956 -0.003 -0.575 0.640
H 8.447 17.960 17.793 -0.884 0.343 -0.066
H 10.707 18.616 17.089 -0.546 -0.113 -0.279
C 13.417 9.759 14.680 2.628 -0.455 0.657
C 14.263 9.440 15.677 0.545 1.510 -0.682
C 13.744 8.698 16.827 2.847 -0.502 1.234
O 14.583 8.300 17.664 -1.808 0.485 -0.705
C 12.317 8.424 16.925 -0.575 -0.122 -1.005
C 11.509 8.589 15.875 0.557 1.101 -0.938
C 12.059 9.314 14.607 -0.474 -0.807 2.532
O 11.400 9.618 13.666 -1.708 -0.015 -1.314
H 13.803 10.256 13.819 0.038 0.509 -0.526
H 15.346 9.856 15.671 -2.144 -1.201 0.058
H 11.955 8.015 17.830 -0.234 -0.425 0.910
H 10.443 8.401 15.911 0.076 -0.160 -0.078
C 18.053 8.508 18.078 0.677 -2.379 4.134
C 18.212 9.037 16.941 0.618 2.850 -2.702
C 19.480 9.667 16.587 1.594 -0.902 0.304
O 19.695 10.105 15.491 -0.296 0.835 -1.702
C 20.630 9.630 17.526 -0.611 0.429 -1.218
C 20.502 9.033 18.679 -0.982 -0.384 0.231
C 19.214 8.376 19.042 0.046 0.713 0.070
O 19.093 7.866 20.136 -0.338 -0.249 0.005
H 17.130 8.110 18.421 -0.752 -0.275 0.269
H 17.440 9.345 16.292 -1.000 -0.358 -0.853
H 21.538 10.072 17.146 0.104 0.245 0.189
H 21.288 9.093 19.367 0.907 -0.447 1.171
C 23.120 14.236 18.534 0.169 -0.394 -0.497
C 22.499 15.386 18.407 0.888 2.608 -1.975
C 21.241 15.839 19.066 -0.250 -1.516 0.328
O 20.573 16.811 18.781 0.774 -0.168 -0.011
C 20.811 14.831 20.071 -0.036 -2.041 0.004
C 21.227 13.512 19.948 -0.408 2.189 0.765
C 22.436 13.125 19.137 0.003 -0.908 1.196
O 22.940 12.011 19.044 -1.166 0.446 0.309
H 24.062 13.955 18.073 -0.093 0.414 -0.195
H 22.954 16.080 17.681 -0.273 0.134 0.595
H 20.069 15.155 20.823 0.344 -0.493 -0.528
H 20.803 12.810 20.646 0.000 -0.334 -0.084
C 15.100 19.585 11.711 -1.332 0.079 -0.635
C 13.973 19.751 12.413 0.856 -1.882 0.784
C 13.517 18.734 13.471 1.244 0.856 -1.034
O 12.682 19.095 14.261 -0.328 -0.647 0.256
C 14.244 17.433 13.462 0.714 -2.267 0.839
C 15.350 17.219 12.713 -2.941 2.526 0.479
C 15.793 18.291 11.824 1.955 0.012 -0.475
O 16.827 18.083 11.201 -0.336 0.447 -0.318
H 15.395 20.256 10.880 0.077 -0.375 0.853
H 13.307 20.554 12.392 -0.676 1.465 -0.325
H 13.978 16.551 14.121 -0.241 1.414 -0.535
H 15.897 16.340 12.643 0.898 -1.582 0.184
C 17.378 14.037 16.344 0.884 -0.371 1.095
C 16.480 14.450 15.497 -0.861 1.502 -2.137
C 15.186 13.781 15.340 -0.060 -0.678 -0.429
O 14.481 14.020 14.366 -0.112 0.263 0.314
C 14.826 12.728 16.306 1.321 0.771 0.622
C 15.730 12.325 17.211 -0.602 -0.775 -1.529
C 17.135 12.790 17.112 -1.730 0.974 -0.309
O 18.003 12.121 17.570 1.875 -0.967 0.860
H 18.298 14.567 16.509 0.428 -0.030 -0.086
H 16.629 15.274 14.757 0.039 -0.609 1.003
H 13.884 12.274 16.188 -1.038 -0.491 -0.012
H 15.556 11.368 17.699 0.115 0.398 0.533
C 16.864 20.704 15.313 -0.208 -0.921 0.839
C 17.451 19.493 15.350 -0.967 1.569 0.290
C 16.846 18.376 16.098 -1.721 0.891 -0.216
O 17.322 17.274 16.125 0.446 -0.606 0.155
C 15.484 18.666 16.718 0.015 -0.039 0.495
C 14.946 19.891 16.829 0.047 -0.751 0.010
C 15.604 20.976 16.067 -1.338 0.845 -0.076
O 15.014 22.042 15.948 0.776 -0.310 -0.042
H 17.241 21.562 14.786 0.249 0.085 -0.253
H 18.349 19.349 14.823 1.101 -0.505 -0.536
H 14.923 17.829 17.117 0.338 -0.205 0.047
H 13.962 20.068 17.355 1.330 -0.067 -0.869
C 16.272 9.547 22.948 0.060 -0.412 -0.574
C 17.570 9.977 22.321 0.904 0.676 -1.031
C 17.339 10.739 21.013 1.246 0.271 -1.012
O 18.369 11.755 21.014 -0.192 -0.177 0.020
C 18.745 11.945 22.275 -0.328 -1.003 0.147
O 19.482 12.783 22.637 1.255 1.728 0.465
O 18.223 11.032 23.106 -0.602 -1.085 -0.097
H 15.887 8.772 22.244 -0.273 0.656 0.519
H 15.584 10.430 23.070 0.599 -1.040 -0.112
H 16.459 9.032 23.885 -0.162 0.164 0.245
H 18.335 9.175 22.063 -1.038 0.655 0.918
H 16.424 11.300 20.967 -0.816 -0.174 -0.037
H 17.567 10.206 20.079 -0.738 -0.210 0.486
C 14.605 14.703 9.820 1.009 1.614 -0.421
C 14.818 13.782 10.946 1.987 -1.012 -0.530
C 13.659 13.043 11.476 -1.496 -0.459 0.693
O 14.168 11.680 11.595 -0.988 0.055 0.284
C 15.309 11.504 10.917 0.550 2.440 -0.567
O 15.918 10.490 10.801 -0.583 -0.316 -0.043
O 15.731 12.719 10.388 -1.520 -0.926 1.167
H 15.594 14.985 9.448 -0.003 0.048 0.030
H 14.142 15.644 10.089 -0.351 0.125 0.297
H 14.096 14.296 8.974 -0.601 -0.626 -0.317
H 15.380 14.175 11.777 0.297 0.586 0.120
H 12.765 13.150 10.828 0.540 -0.860 -0.116
H 13.289 13.428 12.462 0.830 -0.674 -0.623
C 18.595 7.564 11.680 -0.458 0.156 -0.968
C 18.652 8.869 12.497 -0.671 -1.172 -0.988
C 18.622 10.171 11.728 -0.641 -0.195 -1.042
O 17.988 11.060 12.669 0.345 0.782 0.178
C 17.269 10.338 13.505 0.093 -1.399 0.860
O 16.632 10.713 14.454 0.042 0.853 -0.739
O 17.399 9.014 13.231 0.841 0.134 0.271
H 19.497 7.350 11.105 0.355 0.466 0.194
H 17.815 7.634 10.901 0.052 0.098 0.453
H 18.415 6.623 12.215 -0.102 0.621 0.493
H 19.498 8.847 13.155 0.231 0.021 0.866
H 17.904 10.089 10.896 0.629 0.005 0.145
H 19.568 10.593 11.384 -0.078 -0.082 0.380
```
Positions in Å, forces in eV/Å.

Calculated values
Total charge ... 0
HOMO ... -0.36310 hartree

=====

ORCA calculation (ωB97M-V/def2-TZVPD) on one molecule with the formula C5H8O2 in a non-equilibrium geometry.

```
15
Properties=species:S:1:pos:R:3:forces:R:3
C 0.399 -0.647 -0.147 4.329 2.106 2.550
C -0.530 0.467 -0.041 -5.164 -0.464 -4.246
C -1.651 0.131 -1.447 -0.096 1.105 2.011
C 1.682 0.187 0.608 -0.810 -2.936 -0.992
C 1.711 0.446 1.904 -0.113 -0.014 -0.039
O -2.186 -1.120 -1.338 0.524 0.112 0.293
O -2.017 0.883 -2.311 0.749 -0.238 0.493
H -2.856 -1.242 -2.035 0.301 0.253 0.053
H 0.151 -1.505 0.472 -0.042 -0.022 -0.249
H 0.723 -0.911 -1.148 -0.079 -0.031 0.039
H -0.201 1.485 -0.222 0.191 -0.208 -0.087
H -1.223 0.408 0.794 0.199 0.129 0.174
H 2.552 0.333 -0.020 0.068 0.054 0.012
H 0.829 0.336 2.522 -0.002 -0.304 0.116
H 2.617 0.749 2.410 -0.055 0.459 -0.128
```
Positions in Å, forces in eV/Å.

Calculated values
SMILES ... C=CCCC(=O)O
Total charge ... 0
HOMO ... -0.33821 hartree

=====

ORCA calculation (ωB97M-V/def2-TZVPD) on C7H5NO2 as an isolated structure in a non-equilibrium geometry.

```
15
Properties=species:S:1:pos:R:3:forces:R:3
C 0.652 0.936 0.118 1.245 -3.381 0.709
C 1.192 -1.022 -0.075 0.227 -2.361 1.347
C 1.919 0.208 0.155 -0.312 -0.709 0.479
C -1.464 -0.625 0.018 -2.899 -1.718 -1.583
C -2.423 0.313 0.140 0.737 1.652 0.148
C -0.072 -0.364 0.056 0.940 2.654 0.734
C 0.974 0.040 -1.182 -0.303 0.683 -1.733
N -3.830 0.058 -0.027 -1.303 -1.149 -0.242
O -4.180 -1.092 -0.203 0.070 -0.468 -0.038
O -4.628 0.987 0.003 1.041 0.150 0.138
H 0.467 1.942 0.151 -0.759 2.098 -0.205
H 1.382 -2.107 -0.201 0.223 1.191 -0.118
H 2.997 0.366 0.183 -0.624 0.402 -0.495
H -1.864 -1.686 -0.273 0.912 2.011 0.807
H -2.380 1.415 0.291 0.805 -1.055 0.053
```
Positions in Å, forces in eV/Å.

Calculated values
Total charge ... 0
HOMO ... -0.35398 hartree

=====

The energy results, record by record, are as follows: -587.95661 -4960.00161 -345.72215 -474.65296 hartree.
The Kohn-Sham gap results, record by record, are as follows: 0.378 0.283 0.366 0.317 hartree.